Entry from the OMol25 dataset: a molecular structure, C35H58Cl2O2P2ReSe (ωB97M-V with the def2-TZVPD basis set).

Positions of all 101 atoms, in Å:
Re (-1.974, 0.160, 0.257)
C (4.631, -3.919, -0.341)
C (3.787, -3.494, -1.552)
C (3.575, -4.706, -2.476)
C (4.549, -2.414, -2.319)
C (2.422, -3.008, -1.081)
C (1.877, -1.805, -1.487)
C (0.640, -1.431, -0.998)
Se (-0.287, 0.089, -1.656)
C (0.655, 1.653, -1.088)
C (1.801, 2.062, -1.739)
C (2.319, 3.320, -1.466)
C (1.593, 4.116, -0.582)
C (0.418, 3.733, 0.067)
C (-0.050, 2.440, -0.185)
O (-1.136, 1.896, 0.471)
C (-0.329, 4.706, 0.988)
C (-0.510, 4.106, 2.393)
C (-1.703, 5.004, 0.365)
C (0.409, 6.039, 1.150)
C (3.612, 3.779, -2.136)
C (3.888, 5.265, -1.897)
C (4.774, 2.957, -1.556)
C (3.529, 3.546, -3.653)
C (-0.122, -2.196, -0.131)
O (-1.304, -1.687, 0.373)
C (0.366, -3.477, 0.214)
C (1.626, -3.816, -0.262)
C (-0.460, -4.492, 1.021)
C (0.286, -5.813, 1.230)
C (-1.735, -4.815, 0.222)
C (-0.798, -3.943, 2.415)
H (5.617, -4.243, -0.678)
H (4.180, -4.750, 0.203)
H (4.767, -3.086, 0.352)
H (4.536, -5.043, -2.869)
H (2.934, -4.445, -3.322)
H (3.117, -5.540, -1.942)
H (5.536, -2.793, -2.584)
H (4.693, -1.519, -1.707)
H (4.046, -2.140, -3.249)
H (2.407, -1.159, -2.174)
H (2.279, 1.406, -2.456)
H (1.965, 5.109, -0.388)
H (-1.001, 3.135, 2.352)
H (-1.121, 4.780, 2.998)
H (0.456, 3.988, 2.889)
H (-2.306, 4.094, 0.327)
H (-1.591, 5.409, -0.643)
H (-2.237, 5.740, 0.972)
H (1.415, 5.897, 1.550)
H (-0.141, 6.664, 1.854)
H (0.474, 6.584, 0.207)
H (4.025, 5.489, -0.836)
H (3.082, 5.889, -2.291)
H (4.808, 5.547, -2.409)
H (4.890, 3.153, -0.487)
H (5.706, 3.226, -2.056)
H (4.612, 1.885, -1.691)
H (2.653, 4.043, -4.075)
H (3.482, 2.485, -3.911)
H (4.418, 3.958, -4.133)
H (2.017, -4.784, 0.012)
H (0.485, -6.324, 0.286)
H (-0.337, -6.473, 1.835)
H (1.228, -5.668, 1.764)
H (-1.472, -5.297, -0.722)
H (-2.312, -3.922, -0.007)
H (-2.370, -5.503, 0.786)
H (0.102, -3.914, 3.035)
H (-1.524, -4.594, 2.909)
H (-1.207, -2.937, 2.364)
C (-3.294, 1.317, 3.480)
P (-2.549, -0.082, 2.602)
C (-1.110, -0.484, 3.621)
C (-3.752, -1.470, 2.814)
C (-3.988, -2.285, 1.536)
P (-4.002, -1.205, 0.057)
C (-4.146, -2.234, -1.422)
C (-5.663, -0.478, 0.165)
H (-4.226, 1.637, 3.016)
H (-2.598, 2.156, 3.486)
H (-3.488, 1.008, 4.509)
H (-1.450, -0.769, 4.618)
H (-0.468, 0.394, 3.700)
H (-0.541, -1.301, 3.186)
H (-4.687, -1.034, 3.173)
H (-3.376, -2.121, 3.604)
H (-4.937, -2.820, 1.583)
H (-3.194, -3.013, 1.407)
H (-4.873, -3.028, -1.248)
H (-3.187, -2.668, -1.704)
H (-4.495, -1.601, -2.239)
H (-6.374, -1.306, 0.164)
H (-5.869, 0.159, -0.693)
H (-5.791, 0.102, 1.077)
Cl (-4.136, 2.245, 0.235)
C (-4.221, 2.700, -1.496)
Cl (-3.062, 1.745, -2.413)
H (-3.965, 3.748, -1.579)
H (-5.216, 2.488, -1.862)

Cartesian forces, eV/Å:
Re 0.9653 -1.4903 1.0706
C -0.0210 0.0728 0.0095
C 0.0486 -0.1387 0.0278
C -0.0025 0.0352 -0.0079
C -0.0495 0.0031 0.0323
C -0.0389 -0.0874 0.0161
C 0.1034 0.1003 -0.0704
C -0.3258 0.3863 0.0138
Se 0.1379 0.1714 -0.6006
C -0.2735 -0.2663 -0.1710
C 0.0228 -0.1324 -0.0364
C -0.0254 0.0676 -0.0004
C 0.0330 0.0551 -0.0125
C -0.1721 0.2028 0.3308
C 0.2908 -0.0125 -0.0565
O -0.3825 -0.7161 -0.1279
C -0.0349 0.0381 0.0128
C 0.0357 0.0264 -0.0429
C -0.0022 -0.1090 0.0830
C 0.0112 -0.0862 -0.0373
C 0.0715 -0.0204 0.0146
C -0.0617 -0.0291 0.0397
C -0.0264 0.0280 0.0207
C -0.0736 0.0082 0.0083
C 0.4366 -0.6749 -0.1494
O 0.0134 2.0042 0.2250
C -0.3033 -0.0649 0.2785
C 0.0072 -0.0052 -0.0027
C 0.0230 0.0045 -0.0743
C -0.0233 -0.0046 0.0183
C 0.0685 -0.0634 0.0517
C 0.0427 -0.0310 -0.0536
H -0.0286 -0.0098 0.0115
H 0.0223 0.0238 -0.0038
H 0.0070 -0.0376 -0.0093
H -0.0316 -0.0110 0.0271
H 0.0263 -0.0220 0.0139
H 0.0055 0.0132 -0.0311
H -0.0096 0.0123 -0.0123
H 0.0011 0.0065 -0.0467
H 0.0178 0.0202 0.0234
H -0.0495 0.0119 0.0193
H -0.0391 0.0444 0.0056
H -0.0288 0.0014 0.0136
H 0.0285 0.0439 0.0302
H 0.0412 -0.0233 0.0023
H -0.0299 -0.0103 -0.0162
H 0.0381 0.1162 -0.0459
H -0.0050 -0.0079 0.0127
H 0.0168 -0.0264 -0.0282
H -0.0260 0.0415 -0.0003
H -0.0020 -0.0027 -0.0151
H 0.0336 -0.0017 0.0275
H -0.0039 0.0111 -0.0505
H 0.0487 0.0021 0.0325
H -0.0189 -0.0056 0.0099
H 0.0096 -0.0295 -0.0270
H -0.0244 -0.0200 0.0226
H 0.0239 0.0350 -0.0117
H 0.0461 -0.0127 -0.0132
H -0.0003 0.0424 0.0199
H -0.0221 -0.0343 0.0036
H -0.0074 0.0195 -0.0227
H 0.0192 0.0228 0.0403
H 0.0236 0.0089 -0.0257
H -0.0486 -0.0339 -0.0068
H -0.0287 0.0240 0.0075
H 0.0367 -0.0356 -0.0761
H 0.0289 0.0374 -0.0336
H -0.0458 0.0403 -0.0075
H 0.0521 0.0172 -0.0052
H -0.0853 -0.0756 -0.0034
C 0.0328 0.0331 -0.0856
P -0.2476 -0.0398 -0.1174
C 0.0582 0.1121 -0.0887
C -0.0240 0.0121 -0.1017
C 0.2050 0.1137 0.0467
P -0.7113 0.2391 -0.0497
C 0.1996 -0.0117 0.0205
C 0.0586 0.0122 -0.0412
H -0.0029 -0.0546 0.0299
H -0.0141 0.0028 0.0037
H -0.0352 0.0460 0.0066
H 0.0252 0.0079 0.0101
H -0.0176 0.0018 -0.0192
H 0.0438 0.0309 0.0181
H 0.0185 0.0247 0.0125
H -0.0542 -0.0133 0.0566
H -0.0153 -0.0240 -0.0124
H -0.0260 -0.0427 0.0275
H -0.0012 -0.0142 -0.0238
H -0.0139 -0.0292 0.0295
H 0.0029 -0.0026 -0.0156
H -0.0019 0.0063 -0.0038
H -0.0081 0.0062 0.0092
H -0.0236 -0.0014 -0.0004
Cl 0.1784 -0.1675 0.0082
C 0.1881 -0.0506 -0.1898
Cl -0.2337 0.2698 -0.3260
H 0.0172 0.0521 0.0773
H -0.0845 0.0128 0.0779

Results
Charge ... +2
F_max ... 2.1 eV/Å
E_tot ... -5601.2685 Eh
HOMO level (alpha / beta) ... -13.41 / -13.49 eV
Expectation value of S² ... 0.7577
Multiplicity ... 2

Löwdin atomic charge list, values in e, 2 entries:
1 Re 1.0434
2 C -0.0333